[1]
A molecular structure, C30H33N8O4RuSe at a distorted geometry. Source: OMol25; level of theory: ωB97M-V with the def2-TZVPD basis set.

CARTESIAN COORDINATES (ANGSTROEM)
Ru (-0.33, -1.04, 0.21)
C (0.67, -0.41, 4.49)
O (-0.22, -1.54, 4.28)
C (-0.44, -1.60, 2.98)
N (0.06, -0.69, 2.23)
C (0.71, 0.30, 3.12)
C (2.09, 0.77, 2.72)
C (2.64, 1.85, 3.40)
C (3.89, 2.35, 3.03)
C (4.58, 1.78, 1.97)
C (4.05, 0.68, 1.32)
C (2.82, 0.17, 1.70)
C (-1.24, -2.68, 2.40)
C (-1.81, -3.68, 3.17)
C (-2.53, -4.67, 2.52)
C (-2.65, -4.62, 1.16)
C (-2.06, -3.57, 0.43)
N (-1.35, -2.61, 1.06)
C (-2.16, -3.57, -0.99)
N (-1.77, -2.61, -1.85)
C (-1.60, -3.22, -3.19)
C (-2.41, -4.50, -3.03)
O (-2.64, -4.61, -1.60)
C (-0.08, -3.24, -3.36)
C (0.71, -4.42, -3.65)
C (1.99, -4.31, -4.05)
C (2.56, -3.04, -4.42)
C (1.83, -1.91, -4.41)
C (0.52, -1.88, -3.77)
H (1.65, -0.81, 4.77)
H (0.27, 0.20, 5.29)
H (0.04, 1.17, 3.12)
H (2.10, 2.31, 4.22)
H (4.32, 3.18, 3.58)
H (5.54, 2.19, 1.67)
H (4.60, 0.20, 0.51)
H (2.44, -0.73, 1.24)
H (-1.68, -3.66, 4.24)
H (-2.98, -5.48, 3.09)
H (-3.21, -5.37, 0.60)
H (-2.05, -2.58, -3.95)
H (-1.91, -5.41, -3.37)
H (-3.37, -4.43, -3.53)
H (0.26, -5.40, -3.52)
H (2.59, -5.20, -4.20)
H (3.56, -3.03, -4.84)
H (2.19, -1.00, -4.87)
H (-0.17, -1.09, -4.07)
N (0.64, 0.76, -0.75)
C (-0.06, 2.04, -0.47)
C (0.97, 3.18, -0.27)
C (0.70, 4.35, 0.68)
C (-0.21, 5.49, 0.19)
N (-1.35, 5.18, -0.69)
C (-2.63, 5.17, -0.34)
N (-3.57, 5.35, -1.27)
N (-2.99, 5.01, 0.93)
C (-1.12, 1.68, 0.64)
O (-1.25, 2.36, 1.67)
O (-1.80, 0.65, 0.34)
H (1.57, 0.79, -0.36)
H (0.73, 0.60, -1.75)
H (-0.69, 2.26, -1.33)
H (1.21, 3.59, -1.26)
H (1.88, 2.71, 0.10)
H (1.67, 4.83, 0.87)
H (0.36, 3.96, 1.63)
H (0.40, 6.20, -0.37)
H (-0.61, 6.02, 1.06)
H (-1.17, 5.30, -1.68)
H (-3.34, 5.68, -2.19)
H (-4.55, 5.31, -1.04)
H (-2.39, 4.43, 1.52)
H (-3.97, 5.00, 1.16)
Se (1.86, -2.44, -1.05)
C (0.41, -2.24, -2.28)
N (-0.71, -1.77, -1.56)

Properties
- energy (Eh) = -4397.81149
- charge = +2
- spin multiplicity = 2
- E_HOMO (alpha / beta) (eV) = -12.014 / -12.132
- ΔE to the lowest compared entry with this formula, charge and spin (eV) = 2.171
- LUMO (alpha / beta) (eV) = -6.5 / -6.6

These are the Mulliken partial charges, in e, on atoms 1 to 6: 0.64, -0.38, -0.49, 0.47, 0.26, -0.40

[2]
2 unconnected molecules or ions with the total composition C5H12O2 at a distorted geometry. Source: OMol25; level of theory: ωB97M-V with the def2-TZVPD basis set.

CARTESIAN COORDINATES (ANGSTROEM)
C (-1.29, 1.22, -0.49)
C (0.30, -0.91, -1.42)
C (0.60, 0.46, -0.85)
O (-2.29, 0.33, -0.11)
O (1.26, 1.32, -1.41)
H (-2.55, -0.20, -0.87)
H (-1.32, 2.11, 0.15)
H (-1.33, 1.54, -1.53)
H (1.22, -1.49, -1.46)
H (-0.43, -1.45, -0.81)
H (-0.08, -0.79, -2.43)
C (0.48, -0.83, 1.85)
C (1.16, 0.18, 0.93)
H (1.04, -0.92, 2.79)
H (0.45, -1.82, 1.39)
H (-0.54, -0.54, 2.09)
H (1.29, 1.17, 1.38)
H (2.14, -0.15, 0.61)
H (-0.10, 0.76, 0.21)

Properties
- energy (Eh) = -348.02879
- spin multiplicity = 1
- E_HOMO (eV) = -8.065
- ΔE to the lowest compared entry with this formula, charge and spin (eV) = 4.790
- LUMO (eV) = 0.6

These are the natural (NBO) partial charges, in e, on atoms 1 to 6: -0.20, -0.70, 0.45, -0.71, -0.67, 0.48

[3]
2 unconnected molecules or ions with the total composition C3H10NO2S2 at a distorted geometry. Source: OMol25; level of theory: ωB97M-V with the def2-TZVPD basis set.

CARTESIAN COORDINATES (ANGSTROEM)
N (-0.09, -0.29, -1.16)
C (0.27, 0.07, 0.24)
C (0.06, -1.23, 1.04)
O (-0.56, -2.13, 0.54)
C (-0.72, 1.08, 0.80)
S (0.06, 1.99, 2.20)
S (-0.88, 1.31, 3.85)
H (0.72, -0.32, -1.80)
H (-0.56, -1.21, -1.16)
H (-0.70, 0.44, -1.54)
H (1.29, 0.44, 0.31)
H (0.38, -1.29, 2.09)
H (-0.98, 1.89, 0.11)
H (-1.61, 0.58, 1.19)
H (-1.72, 2.33, 4.13)
H (2.25, -1.37, -3.13)
H (1.45, -1.15, -4.34)
O (1.34, -1.12, -3.38)

Properties
- energy (Eh) = -1121.66069
- charge = +1
- spin multiplicity = 1
- E_HOMO (eV) = -12.730
- ΔE to the lowest compared entry with this formula, charge and spin (eV) = 0.396
- LUMO (eV) = -3.4

These are the natural (NBO) partial charges, in e, on atoms 1 to 6: -0.69, -0.18, 0.43, -0.50, -0.57, 0.12

[4]
A molecular structure, C4H9N3 at a distorted geometry. Source: OMol25; level of theory: ωB97M-V with the def2-TZVPD basis set.

CARTESIAN COORDINATES (ANGSTROEM)
C (-2.07, -1.38, 1.08)
C (-1.55, -0.29, 0.20)
N (-2.12, 0.52, -0.52)
H (-1.16, 1.25, -1.06)
H (-0.36, -0.17, 0.25)
H (-1.66, -2.34, 0.77)
H (-3.16, -1.41, 1.03)
H (-1.76, -1.20, 2.12)
C (0.87, 0.99, -0.40)
C (2.94, -0.04, -0.11)
N (1.85, 0.07, -0.74)
N (0.10, 1.55, -1.30)
H (0.29, 1.16, -2.23)
H (0.94, 1.50, 0.57)
H (3.61, -0.86, -0.35)
H (3.25, 0.64, 0.69)

Properties
- energy (Eh) = -321.96229
- spin multiplicity = 1
- E_HOMO (alpha / beta) (eV) = -8.371 / -8.372
- ΔE to the lowest compared entry with this formula, charge and spin (eV) = 3.485
- LUMO (alpha / beta) (eV) = -0.3 / -0.3

These are the natural (NBO) partial charges, in e, on atoms 1 to 6: -0.66, 0.11, -0.53, 0.37, 0.10, 0.23

- Which value of spin multiplicity does entry 4 give?
  1

- Among the records above, which one has the lowest energy?
  C30H33N8O4RuSe

- What is the spin multiplicity in the first record?
  2

- Number 1 is which compound?
  C30H33N8O4RuSe